No. 1
{
  "formula": "C13H18BrClN2O2",
  "method": "ωB97M-V/def2-TZVPD",
  "homo_lumo_gap_ev": 2.42,
  "homo_energy_ha": -0.168,
  "species": ["C", "C", "C", "C", "N", "C", "C", "O", "Cl", "C", "C", "C", "C", "Br", "N", "H", "H", "H", "H", "H", "H", "H", "H", "H", "H", "H", "C", "C", "C", "O", "H", "H", "H", "H", "H", "H", "H"],
  "xyz": [[2.080, 5.911, 1.418], [1.061, 5.267, 0.653], [0.281, 4.002, -0.114], [-1.277, 3.507, 0.040], [-1.390, 2.294, -0.856], [-2.525, 1.339, -1.153], [-2.483, 0.064, -0.081], [-3.181, -1.064, -0.373], [-1.540, 0.073, 1.526], [-0.032, 2.119, -1.499], [0.546, 1.032, -2.583], [1.218, -0.200, -1.679], [2.758, 0.207, -1.291], [1.051, -1.997, -2.579], [1.055, 3.134, -1.086], [2.904, 6.437, 2.102], [-2.135, 3.967, 0.689], [-2.373, 0.863, -2.237], [-3.597, 1.808, -1.104], [1.344, 1.555, -3.276], [-0.294, 0.618, -3.303], [0.563, -0.231, -0.682], [3.197, 0.918, -2.129], [3.465, -0.730, -1.077], [2.713, 0.826, -0.292], [2.051, 3.166, -1.396], [0.325, -5.040, 2.201], [-0.074, -3.572, 1.982], [-1.607, -3.465, 1.921], [0.405, -3.192, 0.810], [-0.035, -5.698, 1.399], [1.414, -5.155, 2.267], [-0.099, -5.413, 3.142], [0.228, -3.039, 2.894], [-2.039, -4.064, 1.108], [-1.932, -2.426, 1.782], [-2.051, -3.821, 2.859]]
}

***

No. 2
{
  "formula": "C4H14N2O",
  "method": "ωB97M-V/def2-TZVPD",
  "de_lowest_kcal_mol": 24.2,
  "homo_lumo_gap_ev": [9.18, 4.08],
  "spin_multiplicity": 2,
  "homo_energy_ha": [-0.473, -0.473],
  "total_charge": 1,
  "species": ["C", "N", "C", "C", "C", "N", "H", "H", "H", "H", "H", "H", "H", "H", "H", "H", "H", "H", "H", "H", "O"],
  "xyz": [[0.046, 0.871, -1.063], [-0.593, 1.993, -0.412], [0.433, -0.297, -0.169], [-0.753, -1.078, 0.389], [-1.627, -1.735, -0.672], [-0.850, -2.535, -1.558], [-0.566, 0.443, -1.876], [0.903, 1.243, -1.617], [-0.406, 1.973, 0.592], [-1.603, 1.946, -0.493], [1.129, -0.967, -0.685], [0.997, 0.044, 0.712], [-0.347, -1.878, 1.012], [-1.365, -0.447, 1.037], [-2.173, -1.040, -1.306], [-2.334, -2.418, -0.168], [-0.108, -3.084, -1.124], [-1.291, -2.977, -2.361], [2.859, 2.858, 3.447], [3.867, 3.961, 2.930], [3.780, 3.123, 3.388]]
}

***

No. 3
{
  "formula": "C24H46CaO14S5",
  "method": "ωB97M-V/def2-TZVPD",
  "homo_lumo_gap_ev": 8.55,
  "homo_energy_ha": -0.297,
  "species": ["Ca", "C", "C", "O", "O", "H", "H", "H", "C", "C", "O", "O", "H", "H", "H", "C", "C", "C", "S", "O", "O", "C", "H", "H", "H", "H", "H", "H", "H", "H", "C", "C", "C", "S", "O", "O", "C", "H", "H", "H", "H", "H", "H", "H", "H", "C", "C", "C", "S", "O", "O", "C", "H", "H", "H", "H", "H", "H", "H", "H", "C", "C", "C", "S", "O", "O", "C", "H", "H", "H", "H", "H", "H", "H", "H", "C", "C", "C", "S", "O", "O", "C", "H", "H", "H", "H", "H", "H", "H", "H"],
  "xyz": [[0.460, 0.001, 0.065], [3.965, 0.440, -2.526], [2.790, 0.458, -1.583], [2.698, -0.394, -0.639], [1.970, 1.404, -1.578], [4.940, 0.304, -2.061], [4.064, 1.414, -3.019], [3.850, -0.272, -3.347], [-3.409, -1.084, 2.065], [-2.188, -0.699, 1.255], [-1.398, 0.172, 1.724], [-1.848, -1.261, 0.183], [-3.510, -0.397, 2.904], [-3.288, -2.082, 2.487], [-4.325, -1.021, 1.475], [2.401, 5.398, 1.668], [3.464, 4.418, 1.160], [3.041, 2.997, 1.590], [1.218, 3.031, 1.817], [0.874, 2.889, 3.214], [0.549, 2.227, 0.827], [1.069, 4.788, 1.375], [2.465, 6.381, 1.193], [2.552, 5.613, 2.729], [4.465, 4.669, 1.514], [3.581, 4.501, 0.077], [3.536, 2.636, 2.486], [3.294, 2.342, 0.756], [0.167, 5.176, 1.846], [0.871, 4.768, 0.298], [-0.030, -5.022, -1.818], [-1.276, -4.311, -1.201], [-1.045, -4.302, 0.311], [0.677, -3.825, 0.547], [1.284, -4.652, 1.572], [0.765, -2.386, 0.660], [1.180, -4.363, -1.138], [0.025, -4.754, -2.871], [-0.141, -6.092, -1.655], [-2.182, -4.882, -1.394], [-1.318, -3.315, -1.640], [-1.088, -5.340, 0.643], [-1.622, -3.645, 0.958], [2.105, -4.928, -1.059], [1.361, -3.425, -1.664], [1.537, -2.690, 4.227], [1.274, -1.656, 5.327], [1.161, -0.313, 4.585], [2.370, -0.375, 3.214], [3.558, 0.399, 3.540], [1.669, -0.060, 1.997], [2.686, -2.155, 3.405], [0.651, -2.780, 3.595], [1.720, -3.692, 4.615], [2.045, -1.605, 6.096], [0.321, -1.836, 5.825], [1.360, 0.562, 5.203], [0.155, -0.189, 4.184], [3.641, -2.196, 3.931], [2.840, -2.534, 2.395], [-4.799, 2.134, -0.524], [-3.928, 2.603, 0.668], [-2.619, 3.121, 0.119], [-2.291, 2.134, -1.374], [-1.208, 1.241, -1.070], [-2.240, 2.955, -2.571], [-3.882, 1.251, -1.372], [-5.102, 3.005, -1.110], [-5.669, 1.552, -0.229], [-3.731, 1.768, 1.346], [-4.545, 3.313, 1.219], [-1.806, 2.927, 0.816], [-2.725, 4.184, -0.094], [-3.674, 0.348, -0.784], [-4.196, 0.924, -2.358], [-1.940, -0.134, -4.850], [-0.574, 0.284, -5.449], [0.389, 0.307, -4.302], [0.059, -1.220, -3.371], [0.148, -0.972, -1.955], [0.708, -2.348, -3.996], [-1.736, -1.234, -3.813], [-2.584, -0.393, -5.694], [-2.454, 0.725, -4.418], [-0.743, 1.264, -5.897], [-0.224, -0.379, -6.243], [0.116, 1.133, -3.638], [1.466, 0.371, -4.455], [-2.216, -1.069, -2.846], [-1.998, -2.251, -4.103]]
}

***

No. 4
{
  "formula": "C3H7N2",
  "method": "ωB97M-V/def2-TZVPD",
  "de_lowest_kcal_mol": 22.9,
  "homo_lumo_gap_ev": 12.13,
  "homo_energy_ha": -0.577,
  "total_charge": 1,
  "species": ["C", "C", "C", "N", "N", "H", "H", "H", "H", "H", "H", "H"],
  "xyz": [[0.023, -0.213, -0.105], [0.062, 1.706, 0.365], [-0.107, -1.705, -0.246], [-0.260, 0.488, 0.995], [0.374, 0.926, -0.779], [-0.816, 2.368, 0.113], [1.006, 2.151, 0.656], [0.465, -2.077, -1.015], [-1.123, -1.914, -0.276], [0.254, -2.071, 0.675], [-0.584, 0.107, 1.975], [0.700, 1.332, -1.652]]
}

***

No. 5
{
  "formula": "C5H6O4Pm",
  "method": "ωB97M-V/def2-TZVPD",
  "de_lowest_kcal_mol": 14.1,
  "homo_lumo_gap_ev": [3.47, 5.06],
  "spin_multiplicity": 5,
  "homo_energy_ha": [-0.723, -0.726],
  "total_charge": 3,
  "species": ["O", "C", "C", "O", "Pm", "H", "H", "C", "C", "O", "C", "O", "H", "H", "H", "H"],
  "xyz": [[-1.980, -1.711, -0.772], [-2.847, -0.908, -0.494], [-2.899, 0.367, -1.358], [-2.049, 0.469, -2.221], [-0.335, -1.282, -2.531], [-3.548, -1.051, 0.342], [-3.621, 1.167, -1.138], [1.976, -0.249, 2.641], [2.106, 0.277, 1.434], [1.293, -0.227, 0.408], [1.252, 0.227, -0.801], [2.042, 1.218, -1.027], [1.256, -1.041, 2.849], [2.794, 1.069, 1.149], [2.603, 0.126, 3.449], [1.957, 1.549, -1.931]]
}

***

No. 6
{
  "formula": "CH16ClN2O11",
  "method": "ωB97M-V/def2-TZVPD",
  "homo_lumo_gap_ev": 9.95,
  "homo_energy_ha": -0.263,
  "total_charge": -1,
  "species": ["Cl", "O", "O", "O", "O", "O", "H", "H", "O", "H", "H", "O", "H", "H", "O", "H", "H", "O", "H", "H", "O", "H", "H", "C", "O", "N", "N", "H", "H", "H", "H"],
  "xyz": [[2.289, -2.599, -3.310], [2.211, -3.307, -4.594], [1.812, -3.467, -2.298], [3.643, -2.266, -3.001], [1.531, -1.401, -3.383], [-1.157, -2.676, -4.108], [-1.665, -1.862, -4.158], [-0.280, -2.393, -3.813], [1.098, 1.930, -3.568], [1.953, 1.535, -3.761], [0.472, 1.206, -3.667], [3.103, 1.273, -1.418], [2.665, 0.431, -1.583], [4.002, 1.142, -1.738], [5.822, -0.614, -1.226], [5.434, -1.202, -1.886], [6.542, -0.173, -1.686], [4.600, -5.926, -3.620], [3.716, -5.567, -3.758], [4.486, -6.601, -2.945], [0.167, -5.482, -3.566], [0.935, -4.899, -3.449], [0.411, -6.297, -3.118], [4.627, -2.481, -7.325], [5.411, -2.100, -8.189], [4.399, -1.765, -6.213], [3.855, -3.596, -7.416], [3.723, -2.092, -5.541], [4.797, -0.854, -6.090], [3.404, -3.996, -6.612], [3.935, -4.074, -8.296]]
}

***

No. 7
{
  "formula": "C32H50Br4O14",
  "method": "ωB97M-V/def2-TZVPD",
  "homo_lumo_gap_ev": 9.93,
  "homo_energy_ha": -0.359,
  "smiles": "O=C1CCCO1.O=C1CCCO1.O=C1CCCO1.O=C1CCCO1.O=C1CCCO1.O=C1CCCO1.O=C1CCCO1.BrCCBr.BrCCBr",
  "species": ["O", "C", "C", "C", "C", "O", "H", "H", "H", "H", "H", "H", "O", "C", "C", "C", "C", "O", "H", "H", "H", "H", "H", "H", "O", "C", "C", "C", "C", "O", "H", "H", "H", "H", "H", "H", "O", "C", "C", "C", "C", "O", "H", "H", "H", "H", "H", "H", "O", "C", "C", "C", "C", "O", "H", "H", "H", "H", "H", "H", "O", "C", "C", "C", "C", "O", "H", "H", "H", "H", "H", "H", "O", "C", "C", "C", "C", "O", "H", "H", "H", "H", "H", "H", "Br", "C", "C", "Br", "H", "H", "H", "H", "Br", "C", "C", "Br", "H", "H", "H", "H"],
  "xyz": [[4.516, -2.187, -0.108], [4.938, -1.133, -0.470], [5.267, -0.695, -1.943], [5.868, 0.670, -1.750], [5.421, 1.130, -0.342], [5.091, -0.069, 0.327], [5.817, -1.328, -2.560], [4.228, -0.713, -2.301], [6.976, 0.563, -1.811], [5.528, 1.357, -2.520], [6.126, 1.717, 0.264], [4.473, 1.738, -0.357], [0.612, 1.873, -2.545], [0.253, 2.897, -3.006], [0.839, 3.579, -4.259], [0.142, 4.967, -4.283], [-1.111, 4.692, -3.451], [-0.792, 3.668, -2.537], [1.896, 3.556, -4.241], [0.557, 2.921, -5.101], [0.855, 5.571, -3.750], [0.040, 5.378, -5.311], [-1.410, 5.509, -2.823], [-1.970, 4.360, -4.039], [4.781, -5.472, -0.803], [3.924, -5.590, -0.015], [3.986, -5.346, 1.512], [2.498, -5.287, 1.922], [1.694, -5.822, 0.728], [2.656, -5.928, -0.357], [4.476, -6.197, 2.013], [4.545, -4.456, 1.662], [2.306, -5.860, 2.850], [2.312, -4.262, 2.038], [1.328, -6.817, 0.866], [0.879, -5.148, 0.407], [2.358, 1.367, -0.114], [1.479, 2.174, 0.181], [1.564, 3.672, 0.006], [0.487, 4.208, 0.995], [-0.324, 2.999, 1.334], [0.313, 1.850, 0.756], [2.563, 4.073, 0.181], [1.377, 3.915, -1.023], [0.974, 4.654, 1.919], [-0.011, 5.059, 0.506], [-0.325, 2.784, 2.382], [-1.316, 2.993, 0.948], [-5.140, 4.122, 3.918], [-4.764, 3.014, 4.105], [-5.672, 1.804, 4.026], [-4.786, 0.673, 4.583], [-3.397, 1.271, 4.640], [-3.485, 2.664, 4.315], [-6.621, 2.028, 4.502], [-5.909, 1.739, 2.924], [-5.171, 0.294, 5.537], [-4.774, -0.127, 3.829], [-3.020, 1.252, 5.624], [-2.653, 0.808, 3.955], [-3.554, 2.370, -3.955], [-3.141, 1.267, -4.232], [-3.980, 0.047, -4.386], [-2.939, -1.103, -4.232], [-1.679, -0.428, -4.798], [-1.853, 1.032, -4.618], [-4.720, 0.059, -3.559], [-4.532, -0.045, -5.326], [-2.939, -1.323, -3.189], [-3.172, -2.050, -4.702], [-0.752, -0.774, -4.294], [-1.637, -0.621, -5.881], [3.167, 0.519, 5.530], [2.681, 0.032, 4.565], [3.353, -0.519, 3.359], [2.340, -1.401, 2.736], [1.049, -0.822, 3.224], [1.341, -0.150, 4.453], [3.612, 0.248, 2.577], [4.269, -0.997, 3.595], [2.270, -1.383, 1.659], [2.487, -2.412, 3.045], [0.633, -0.052, 2.576], [0.437, -1.644, 3.410], [-2.729, 0.037, -0.613], [-1.268, -1.227, -0.143], [-0.259, -1.192, -1.212], [0.835, -2.819, -1.055], [-1.781, -2.160, 0.040], [-0.858, -0.835, 0.775], [0.346, -0.313, -1.216], [-0.717, -1.241, -2.176], [-5.734, -2.438, -1.642], [-4.890, -3.355, -0.107], [-5.091, -2.512, 1.174], [-3.684, -3.181, 2.388], [-3.820, -3.351, -0.356], [-5.391, -4.296, 0.042], [-6.082, -2.640, 1.550], [-4.915, -1.452, 1.059]]
}

***

No. 8
{
  "formula": "C13H29N5O4",
  "method": "ωB97M-V/def2-TZVPD",
  "homo_lumo_gap_ev": 9.64,
  "homo_energy_ha": -0.333,
  "smiles": "CCOCCCCC[C@H]1CCNC1=O.NC(N)=O.NC(N)=O",
  "species": ["C", "C", "O", "C", "C", "C", "C", "C", "C", "C", "C", "N", "C", "O", "H", "H", "H", "H", "H", "H", "H", "H", "H", "H", "H", "H", "H", "H", "H", "H", "H", "H", "H", "H", "H", "N", "C", "N", "O", "H", "H", "H", "H", "N", "C", "N", "O", "H", "H", "H", "H"],
  "xyz": [[-4.263, -2.176, -0.686], [-4.597, -1.176, -1.783], [-3.449, -0.471, -2.196], [-3.300, 0.851, -1.710], [-1.953, 1.046, -1.028], [-1.952, 0.646, 0.463], [-0.870, -0.347, 0.880], [-0.682, -1.562, -0.064], [0.758, -1.738, -0.547], [1.786, -2.231, 0.481], [2.011, -3.707, 0.201], [1.877, -3.705, -1.260], [0.798, -2.876, -1.578], [0.006, -3.086, -2.479], [-5.145, -2.731, -0.378], [-3.504, -2.850, -1.073], [-3.848, -1.657, 0.175], [-5.402, -0.502, -1.486], [-4.966, -1.736, -2.643], [-3.354, 1.527, -2.567], [-4.096, 1.122, -1.016], [-1.188, 0.525, -1.595], [-1.754, 2.116, -1.080], [-2.934, 0.265, 0.739], [-1.800, 1.550, 1.050], [-1.151, -0.741, 1.859], [0.072, 0.161, 1.052], [-0.973, -2.474, 0.460], [-1.302, -1.519, -0.956], [1.180, -0.823, -0.951], [2.715, -1.748, 0.165], [1.671, -1.938, 1.519], [1.236, -4.304, 0.691], [2.978, -4.086, 0.512], [1.806, -4.608, -1.708], [0.325, 3.969, 3.230], [0.907, 3.473, 2.094], [1.593, 4.376, 1.344], [0.821, 2.289, 1.787], [0.381, 4.929, 3.506], [-0.185, 3.324, 3.803], [2.064, 4.031, 0.521], [1.678, 5.344, 1.585], [5.407, 1.503, -0.647], [4.231, 2.019, -0.174], [3.819, 1.523, 1.033], [3.600, 2.859, -0.795], [5.943, 0.811, -0.162], [5.733, 1.842, -1.532], [2.946, 1.865, 1.398], [4.325, 0.829, 1.548]]
}

***

| no. | total energy (hartree) |
| --- | --- |
| 1 | -3799.73227 |
| 2 | -345.20544 |
| 3 | -4664.17409 |
| 4 | -227.71790 |
| 5 | -1102.14909 |
| 6 | -1444.92798 |
| 7 | -12598.79280 |
| 8 | -1087.56284 |